Here is a structure of composition C35H28IN6O6Tb in a non-equilibrium geometry from the Open Molecules 2025 dataset. Energies are from wB97M-V/def2-TZVPD.

The relative energy (zero: lowest compared OMol25 entry of this formula, charge and spin) comes out at 103.00 kcal per mole. Its charge is 0. Its gap between HOMO and LUMO (spin up / spin down) is 4.65 / 5.31 eV. As for the multiplicity: 7. The total energy comes out at -88505.6378 eV. The LUMO energy (spin up / spin down) is -0.28 / -2.41 eV.

Last column: Löwdin spin population.
Atoms and positions in Å:
Tb: -0.441 0.115 -0.623  4.09
I: 4.198 4.159 0.636  0.00
O: 1.690 -0.878 -1.332  -0.01
O: -2.015 -1.304 -0.584  0.00
O: 1.011 0.606 0.910  -0.01
O: 4.641 -1.073 1.253  0.00
O: -0.760 -1.663 1.641  0.00
O: -0.665 0.062 -2.725  0.27
N: 1.918 -1.481 1.187  0.00
N: -1.584 0.952 1.648  -0.01
N: 0.998 -2.024 0.348  0.00
N: 1.328 1.970 -1.714  0.00
N: 0.902 -1.772 -0.904  0.00
N: -1.735 2.093 -1.012  0.31
C: -0.908 -4.759 -0.296  0.00
C: -2.007 -3.182 3.063  0.00
C: -1.498 2.374 1.421  0.00
C: -3.018 -0.966 4.377  0.00
C: -1.098 0.810 -3.664  0.22
C: 3.692 2.088 3.749  0.00
C: -2.620 -4.595 -1.954  0.00
C: -2.719 -3.242 -1.742  0.00
C: 4.057 2.520 -1.933  0.00
C: 2.691 1.460 3.039  0.00
C: -2.823 -3.337 4.170  0.00
C: -1.711 -5.370 -1.239  0.00
C: 1.948 2.725 -0.816  0.00
C: 5.008 1.681 3.580  0.00
C: -0.928 0.401 -5.021  0.11
C: 2.043 1.520 -2.743  0.00
C: -2.220 -0.777 3.245  0.00
C: -0.112 -2.746 0.967  0.00
C: -2.009 2.380 -5.852  0.22
C: -1.366 1.155 -6.073  0.17
C: 1.893 -0.173 1.366  0.00
C: 4.304 -0.040 2.047  0.00
C: -2.008 0.578 2.785  0.00
C: 3.396 1.785 -2.903  0.00
C: -0.998 -3.394 -0.059  0.00
C: -1.665 -1.910 2.613  0.00
C: 3.304 2.998 -0.875  0.00
C: -1.905 -2.575 -0.796  0.00
C: -2.201 2.808 -4.566  0.09
C: -2.073 2.583 -2.159  0.21
C: -2.275 2.765 0.158  0.03
C: 5.314 0.640 2.728  0.00
C: -3.313 -2.229 4.843  0.00
C: -1.766 2.066 -3.448  0.24
C: 2.980 0.395 2.192  0.00
H: -3.413 -0.100 4.889  0.00
H: -1.223 0.803 -7.085  0.01
H: -3.926 -2.353 5.722  0.00
H: 6.333 0.329 2.569  0.00
H: 3.934 1.411 -3.761  0.00
H: 3.458 2.906 4.412  0.00
H: -2.357 2.967 -6.687  0.01
H: 1.660 1.772 3.132  0.00
H: -1.645 -4.056 2.546  0.00
H: -2.296 1.333 3.535  0.00
H: 1.509 0.925 -3.469  0.00
H: -1.891 2.946 2.279  0.00
H: -3.329 2.474 0.290  0.01
H: -2.690 3.495 -2.173  0.01
H: -0.435 -0.549 -5.175  0.00
H: -3.422 -2.638 -2.297  0.00
H: -0.439 2.625 1.282  0.00
H: 5.116 2.722 -2.007  0.00
H: -0.194 -5.344 0.271  0.00
H: 1.343 3.134 -0.019  0.00
H: -1.636 -6.433 -1.416  0.00
H: -3.065 -4.331 4.516  0.00
H: -2.239 3.860 0.042  0.01
H: 5.799 2.180 4.117  0.00
H: -3.258 -5.065 -2.689  0.00
H: 3.823 -1.501 0.939  0.00
H: 0.316 -3.456 1.693  0.00
H: -2.704 3.747 -4.386  0.00



Here is an isolated molecule of C4H4N2O in a non-equilibrium geometry from the Open Molecules 2025 dataset. Energies are from wB97M-V/def2-TZVPD.

The relative energy (zero: lowest compared OMol25 entry of this formula, charge and spin) comes out at 37.45 kcal per mole. Its charge is 0. Its gap between HOMO and LUMO is 12.39 eV. The total energy comes out at -9238.8640 eV. The LUMO energy is 0.53 eV. Its SMILES is N#CCOCC#N.

Last column: natural (NBO) charge in e.
Atoms and positions in Å:
O: -0.506 0.090 -0.951  -0.48
N: -1.942 -0.518 2.159  -0.29
N: 2.770 0.194 0.104  -0.28
C: 0.399 1.108 -0.594  -0.17
C: -1.363 -0.700 1.175  0.23
C: -0.610 -0.996 -0.064  -0.17
C: 1.736 0.600 -0.215  0.23
H: 0.024 1.732 0.228  0.22
H: -1.139 -1.779 -0.612  0.24
H: 0.506 1.735 -1.484  0.24
H: 0.379 -1.379 0.219  0.23



Here is a cluster of 14 separate species, C48H134N10O14 in total in a non-equilibrium geometry from the Open Molecules 2025 dataset. Energies are from wB97M-V/def2-TZVPD.

The relative energy (zero: lowest compared OMol25 entry of this formula, charge and spin) comes out at 138.92 kcal per mole. Its charge is 0. Its gap between HOMO and LUMO is 9.47 eV. The total energy comes out at -95503.8773 eV. The LUMO energy is 0.17 eV.

Last column: Mulliken charge in e.
Atoms and positions in Å:
O: 6.718 7.831 -2.068  -0.33
O: -0.814 -10.743 5.977  -0.51
O: -1.610 0.739 -1.462  -0.22
O: 3.703 -0.146 -7.315  -0.54
O: -6.343 5.274 -9.932  -0.51
O: -4.404 -0.337 8.937  -0.34
O: 4.711 2.728 6.426  -0.31
O: -12.150 0.993 -6.034  -0.34
O: 0.706 9.795 3.272  -0.32
O: -3.167 -4.761 -6.862  -0.32
O: -7.440 -2.047 0.866  -0.24
O: 8.531 -6.008 5.062  -0.29
O: 9.514 0.428 -3.772  -0.33
O: -0.076 -10.095 -2.851  -0.51
N: 7.199 -1.153 -3.052  -0.72
N: -5.293 -2.828 -4.584  -0.70
N: 1.168 -0.975 0.374  -0.67
N: 1.899 1.688 5.789  -0.75
N: 8.572 9.756 -3.234  -0.69
N: -13.458 -0.558 -2.954  -0.67
N: 2.884 8.653 6.040  -0.69
N: 10.274 -6.700 7.117  -0.76
N: -3.317 2.204 8.757  -0.78
N: -9.896 0.693 0.805  -0.74
C: 2.400 9.480 5.052  0.56
C: 8.537 -1.720 -3.103  0.41
C: 0.964 -8.805 -1.103  -1.05
C: -4.703 2.020 8.563  0.44
C: 4.288 1.359 6.312  -0.76
C: 10.297 1.238 -4.615  -0.74
C: 1.208 8.933 4.305  -0.75
C: -13.836 -1.285 -5.264  -1.27
C: 8.773 8.295 -5.216  -1.27
C: -0.584 -8.314 5.693  -1.02
C: -4.546 -3.918 -4.917  0.47
C: 6.089 2.891 5.981  -0.74
C: -0.462 9.386 2.686  -0.72
C: 9.944 -9.141 6.672  -1.43
C: 5.933 6.694 -1.582  -0.72
C: 7.870 8.799 -4.045  0.20
C: -12.885 -0.514 -4.307  0.37
C: -8.615 -1.376 1.308  -0.74
C: 2.824 1.198 6.782  0.60
C: -1.233 -1.279 0.453  -1.36
C: -10.723 0.678 -6.190  -0.72
C: -4.460 -1.651 8.456  -0.71
C: -5.169 5.209 -9.148  -0.21
C: 9.393 -0.960 -4.175  -0.82
C: 7.368 -5.430 4.533  -0.73
C: 8.458 -7.304 5.584  -0.69
C: -8.594 0.121 0.793  0.54
C: -7.688 1.060 1.601  -1.45
C: 2.537 -0.237 7.112  -1.52
C: 3.524 9.997 4.210  -1.46
C: -7.168 -3.314 1.461  -0.74
C: 3.757 1.286 -7.452  -0.21
C: -0.108 -0.757 -0.372  0.57
C: 0.433 -8.798 -2.556  -0.17
C: -4.521 3.865 -9.468  -1.03
C: -5.566 -5.020 -5.182  -1.39
C: 0.118 -9.712 5.717  -0.17
C: -3.723 -3.554 -6.224  -0.76
C: -12.684 0.948 -4.771  -0.69
C: 2.769 1.705 -8.555  -0.94
C: -0.320 0.748 -0.808  -0.79
C: 8.409 -3.236 -3.416  -1.35
C: -5.128 3.147 7.668  -1.35
C: 9.813 -7.721 6.159  0.44
C: -2.053 1.997 -1.847  -0.77
C: -4.992 0.621 8.027  -0.83
C: -2.191 -4.494 -7.945  -0.65
C: 7.467 7.531 -3.253  -0.60
H: -5.872 -3.090 -3.799  0.26
H: -10.083 1.272 -5.538  0.32
H: -4.344 -2.938 -6.875  0.39
H: -6.135 2.978 7.286  0.36
H: 10.397 -1.366 -4.296  0.44
H: -14.708 -0.640 -5.377  0.32
H: -6.743 0.526 1.691  0.32
H: -13.391 -1.449 -6.245  0.28
H: 3.117 7.762 5.625  0.27
H: -8.173 0.040 -0.209  0.25
H: -12.087 1.458 -4.016  0.33
H: 8.037 -3.761 -2.535  0.33
H: 0.090 -8.998 -0.481  0.27
H: -2.756 -4.076 -8.778  0.26
H: -1.288 -0.818 1.439  0.31
H: 3.234 10.863 3.616  0.33
H: 9.804 1.497 -5.552  0.29
H: -3.937 -1.568 7.503  0.31
H: 2.266 2.587 5.511  0.29
H: 1.809 1.217 -8.388  0.26
H: 9.188 -9.332 7.434  0.32
H: 1.196 -1.927 0.711  0.23
H: 10.904 -9.362 7.139  0.36
H: 6.393 3.876 6.333  0.25
H: -14.172 -2.271 -4.943  0.42
H: -2.798 1.958 7.926  0.25
H: 10.245 -5.819 6.625  0.33
H: -9.984 1.486 0.185  0.26
H: -10.478 0.011 0.339  0.26
H: -8.071 1.191 2.613  0.36
H: -4.728 -2.157 -4.083  0.24
H: 6.758 2.167 6.448  0.31
H: 1.640 -9.636 -0.905  0.30
H: 1.530 -0.198 7.529  0.38
H: 0.583 -9.829 4.738  0.25
H: -11.892 -0.964 -4.325  0.16
H: -10.334 0.766 -7.204  0.28
H: -14.325 -0.040 -2.925  0.27
H: -4.699 0.510 6.983  0.43
H: -5.127 2.150 9.559  0.30
H: -1.320 2.571 -2.413  0.30
H: -2.152 2.645 -0.976  0.31
H: 9.765 8.050 -4.837  0.34
H: 2.577 -1.012 6.347  0.34
H: -7.038 -3.146 2.530  0.31
H: -9.584 -1.847 1.143  0.41
H: 9.028 -1.115 -5.190  0.37
H: -0.299 8.513 2.054  0.29
H: 7.745 -7.304 6.408  0.37
H: 6.995 9.326 -4.425  0.30
H: 8.217 -7.938 4.731  0.37
H: 6.707 -1.338 -3.915  0.26
H: -0.800 10.218 2.068  0.22
H: 4.023 9.232 3.614  0.32
H: 9.066 -1.533 -2.168  0.28
H: -6.169 -4.841 -6.072  0.34
H: -4.407 3.340 6.875  0.31
H: 9.552 -6.505 7.796  0.25
H: -3.087 1.378 9.292  0.34
H: 8.021 9.805 -2.388  0.32
H: 9.842 -9.826 5.831  0.35
H: 3.172 1.355 -9.505  0.29
H: 4.042 -0.547 -8.118  0.30
H: 10.572 2.122 -4.039  0.25
H: -6.718 6.129 -9.709  0.30
H: 6.166 2.877 4.894  0.29
H: 2.019 10.426 5.435  0.20
H: -2.896 -2.885 -5.988  0.38
H: -4.482 6.022 -9.380  0.27
H: 8.346 7.405 -5.678  0.34
H: -13.680 1.392 -4.772  0.39
H: 4.785 1.539 -7.714  0.23
H: 1.973 1.149 4.939  0.24
H: 11.248 0.764 -4.860  0.31
H: 6.872 6.910 -3.923  0.36
H: 0.139 -7.510 5.833  0.32
H: 7.761 -3.434 -4.270  0.33
H: -0.371 -11.557 5.728  0.31
H: 9.337 -3.767 -3.627  0.37
H: -5.219 3.037 -9.342  0.29
H: -2.215 -1.114 0.010  0.34
H: -6.269 -3.797 1.077  0.22
H: -3.687 3.714 -8.782  0.34
H: 8.855 9.017 -6.028  0.32
H: -0.040 -1.278 -1.327  0.17
H: 3.513 1.704 -6.476  0.28
H: 5.462 6.997 -0.647  0.26
H: 1.210 7.886 4.000  0.40
H: -0.280 1.453 0.022  0.37
H: 4.347 1.044 5.270  0.29
H: -5.164 4.060 8.263  0.34
H: 1.398 -7.856 -0.789  0.33
H: -7.555 2.069 1.210  0.37
H: 2.003 -0.871 -0.185  0.23
H: -0.274 -7.969 -2.583  0.26
H: -8.037 -3.949 1.292  0.31
H: 8.317 6.970 -2.867  0.30
H: 0.343 1.042 -1.621  0.38
H: 9.469 9.343 -3.027  0.27
H: 2.140 8.443 6.691  0.29
H: -3.009 1.874 -2.356  0.22
H: -1.502 -3.803 -7.459  0.29
H: -5.005 -5.922 -5.427  0.32
H: 1.262 -8.663 -3.251  0.27
H: -13.755 -1.514 -2.817  0.26
H: -1.703 -5.393 -8.322  0.23
H: -3.834 -4.296 -4.183  0.25
H: 2.636 1.756 7.699  0.28
H: -1.168 -8.200 4.779  0.28
H: 7.443 -0.179 -3.161  0.34
H: -6.289 -5.226 -4.392  0.39
H: 2.598 2.780 -8.610  0.32
H: 5.188 6.408 -2.324  0.29
H: 4.992 0.702 6.822  0.41
H: -3.999 -2.429 9.066  0.25
H: 10.486 -7.610 5.309  0.28
H: -5.492 5.274 -8.109  0.28
H: 7.494 -4.420 4.142  0.26
H: -6.061 0.410 8.067  0.40
H: -1.307 -8.194 6.499  0.30
H: -1.168 9.146 3.480  0.31
H: -0.573 -9.978 -3.664  0.30
H: -4.098 3.944 -10.470  0.27
H: 0.420 8.884 5.057  0.35
H: 6.521 5.809 -1.339  0.30
H: -8.564 -1.256 2.390  0.30
H: -5.485 -1.997 8.322  0.27
H: -10.501 -0.340 -5.870  0.29
H: 6.596 -5.391 5.302  0.30
H: 0.880 -9.711 6.497  0.26
H: 7.044 -5.959 3.636  0.28
H: 4.361 10.224 4.870  0.41
H: -1.094 -2.358 0.517  0.39
H: 3.202 -0.555 7.915  0.39



Here is a structure of composition C19H16AuCl5N3O2PS in a non-equilibrium geometry from the Open Molecules 2025 dataset. Energies are from wB97M-V/def2-TZVPD.

The relative energy (zero: lowest compared OMol25 entry of this formula, charge and spin) comes out at 65.62 kcal per mole. Its charge is 0. Its gap between HOMO and LUMO (spin up / spin down) is 4.63 / 5.04 eV. The total energy comes out at -114953.8431 eV. The LUMO energy (spin up / spin down) is -3.58 / -3.18 eV.

Last column: natural (NBO) charge in e.
Atoms and positions in Å:
Au: 0.084 -0.078 -0.522  1.03
Cl: 5.791 -0.407 0.205  0.07
Cl: 0.644 2.941 -0.541  0.05
Cl: 5.967 2.683 0.264  0.07
Cl: 3.061 -1.804 -0.170  0.06
Cl: 3.403 4.390 -0.210  0.07
S: 0.006 -2.655 -0.274  0.13
P: 0.059 -0.085 2.456  0.66
O: -3.876 -0.429 0.110  -0.62
O: -1.913 -0.334 -0.899  -0.78
N: -2.461 -0.647 3.547  -0.46
N: -1.906 1.676 3.378  -0.47
N: -0.898 0.316 5.083  -0.46
C: -2.945 -5.268 0.002  -0.18
C: 4.366 0.525 0.020  -0.09
C: -4.111 -4.513 -0.054  -0.24
C: -1.502 -1.133 2.598  -0.50
C: -1.960 -0.658 4.905  -0.06
C: -2.802 -2.485 -0.265  -0.21
C: -4.026 -3.139 -0.182  -0.09
C: -2.876 -0.960 -0.350  0.77
C: -1.406 1.633 4.737  -0.06
C: -0.861 1.561 2.401  -0.50
C: -1.622 -3.247 -0.216  -0.21
C: 3.302 2.676 -0.159  -0.13
C: 1.956 0.640 -0.314  -0.33
C: -2.947 0.678 3.204  -0.08
C: -1.722 -4.643 -0.080  -0.24
C: 3.126 -0.090 -0.153  -0.08
C: 0.290 -0.027 4.352  -0.47
C: 4.452 1.915 0.028  -0.07
C: 2.085 2.025 -0.315  0.00
H: -3.298 0.677 2.169  0.23
H: -0.123 2.355 2.567  0.22
H: 1.073 0.708 4.569  0.22
H: -1.288 1.685 1.401  0.22
H: -2.997 -6.341 0.107  0.22
H: -0.809 -5.217 -0.051  0.22
H: -1.204 -2.154 2.862  0.22
H: -1.583 -1.655 5.143  0.20
H: 0.638 -1.014 4.677  0.22
H: -0.608 2.369 4.853  0.19
H: -4.917 -2.529 -0.218  0.23
H: -2.222 1.883 5.420  0.20
H: -3.779 0.929 3.867  0.20
H: -1.978 -1.160 1.619  0.23
H: -2.780 -0.411 5.584  0.20
H: -5.077 -4.993 0.004  0.22



Here is an isolated molecule of C5H6N2O in a non-equilibrium geometry from the Open Molecules 2025 dataset. Energies are from wB97M-V/def2-TZVPD.

The relative energy (zero: lowest compared OMol25 entry of this formula, charge and spin) comes out at 87.24 kcal per mole. Its charge is 0. Its gap between HOMO and LUMO is 10.36 eV. The total energy comes out at -10305.8206 eV. The LUMO energy is 0.38 eV. Its SMILES is C[C@]1(C#N)NCC1=O.

Last column: natural (NBO) charge in e.
Atoms and positions in Å:
O: 1.938 0.836 -1.316  -0.47
N: -2.490 -0.532 -1.216  -0.28
N: 0.199 -0.804 0.761  -0.58
C: 1.168 0.083 -0.786  0.62
C: -0.305 0.230 -0.146  -0.19
C: 1.366 -1.218 -0.094  -0.35
C: -0.605 1.477 0.521  -0.62
C: -1.326 -0.302 -0.892  0.26
H: 2.284 -1.483 0.490  0.24
H: -0.632 2.584 0.005  0.27
H: -0.583 -1.526 0.976  0.38
H: -0.070 1.458 1.664  0.26
H: -1.832 1.254 0.706  0.23
H: 0.887 -2.057 -0.674  0.22



Here is a structure of composition C2N2S3 in a non-equilibrium geometry from the Open Molecules 2025 dataset. Energies are from wB97M-V/def2-TZVPD.

The relative energy (zero: lowest compared OMol25 entry of this formula, charge and spin) comes out at 138.29 kcal per mole. Its charge is 0. Its gap between HOMO and LUMO is 6.07 eV. The total energy comes out at -37551.8813 eV. The LUMO energy is -2.91 eV.

Last column: natural (NBO) charge in e.
Atoms and positions in Å:
S: 2.457 0.084 1.653  -0.24
S: 1.893 -0.409 -0.680  0.19
S: -0.291 0.402 1.593  0.55
N: -1.490 0.368 0.596  -0.24
N: -1.898 0.141 -0.535  -0.12
C: 0.286 -0.335 -1.185  -0.13
C: -0.958 -0.251 -1.442  -0.01